This record from OMol25 describes 2 unconnected molecules or ions with the total composition C7H7N3O3 at a distorted geometry. The level of theory is ωB97M-V/def2-TZVPD.

The LUMO energy is -0.0044 Eh. The HOMO energy comes out at -8.399 eV. As for the relative energy (zero: lowest compared OMol25 entry of this formula, charge and spin): 260.64 kJ/mol. The largest force on an atom comes out at 4.33 eV/A. The calculation puts the molar mass at 181.15 g mol⁻¹.

Element x y z (Å)
1 O 1.77 0.15 0.93
2 C 0.60 -0.21 1.03
3 N -0.21 0.78 1.55
4 C -0.28 1.97 1.03
5 C -0.51 2.01 -0.35
6 C -1.19 1.08 -1.03
7 C -1.94 -0.15 -0.70
8 C -1.87 -1.40 -0.14
9 N -0.83 -2.22 0.29
10 N 0.32 -1.55 0.72
11 H -0.27 2.72 1.80
12 H -0.26 2.89 -1.06
13 H -1.32 1.28 -2.01
14 H -2.92 0.04 -1.32
15 H -2.81 -2.09 -0.19
16 H -1.20 -3.03 0.83
17 H 1.17 -2.05 0.85
18 O 3.74 -1.19 -0.59
19 C 3.93 -0.07 -0.75
20 O 4.08 1.05 -0.89

---

This record from OMol25 describes 2 unconnected molecules or ions with the total composition C3H11N2 at a distorted geometry. The level of theory is ωB97M-V/def2-TZVPD.

As for the charge: +1. The LUMO energy is -0.1226 Eh. The HOMO energy comes out at -14.616 eV. As for the relative energy (zero: lowest compared OMol25 entry of this formula, charge and spin): 143.96 kJ/mol. The largest force on an atom comes out at 2.00 eV/A. The calculation puts the molar mass at 75.13 g mol⁻¹.

Element x y z (Å)
1 C -2.27 0.46 1.47
2 N -1.37 -0.52 0.74
3 H -2.94 -0.17 2.04
4 H -2.73 1.13 0.76
5 H -1.67 1.05 2.15
6 H -1.57 -0.55 -0.25
7 H -0.35 -0.18 0.77
8 H -1.35 -1.45 1.15
9 C 2.24 -0.73 -0.77
10 C 0.74 0.93 -1.25
11 N 1.02 -0.01 -0.46
12 H 2.64 -1.30 0.07
13 H 2.18 -1.41 -1.63
14 H 3.07 -0.06 -1.04
15 H -0.08 1.61 -0.96
16 H 1.19 1.28 -2.18

---

This record from OMol25 describes C4H7NO2 in the gas phase at a distorted geometry. The level of theory is ωB97M-V/def2-TZVPD.

The LUMO energy (alpha / beta) is 0.0129 / -0.0047 Eh. The HOMO energy (alpha / beta) comes out at -7.673 / -6.578 eV. As for the relative energy (zero: lowest compared OMol25 entry of this formula, charge and spin): 567.02 kJ/mol. The largest force on an atom comes out at 1.30 eV/A. The calculation puts the molar mass at 101.10 g mol⁻¹.

Element x y z (Å)
1 O -1.29 -0.30 1.93
2 C -1.07 -0.03 0.57
3 C -0.24 1.23 0.32
4 O 1.15 0.94 0.53
5 C 1.58 -0.17 -0.05
6 N 1.24 -0.65 -1.26
7 C 0.13 -1.16 -1.62
8 H -0.47 -0.65 2.29
9 H -2.06 0.13 0.13
10 H -0.40 1.58 -0.71
11 H -0.44 2.06 1.02
12 H 2.57 -0.44 0.29
13 H -0.07 -1.30 -2.68
14 H -0.62 -1.26 -0.76

---

This record from OMol25 describes a gas-phase ion, C11H20N2O4P (charge +1). The level of theory is ωB97M-V/def2-TZVPD.

As for the charge: +1. The LUMO energy is -0.1627 Eh. The HOMO energy comes out at -13.200 eV. The largest force on an atom comes out at 0.62 eV/A. The calculation puts the molar mass at 275.26 g mol⁻¹.

Element x y z (Å)
1 C 3.66 -3.08 0.31
2 C 2.76 -2.40 -0.72
3 C 2.59 -0.91 -0.43
4 O 1.19 -0.62 -0.27
5 C 0.92 0.60 0.36
6 C -0.21 1.32 -0.32
7 C -1.11 2.09 0.42
8 O -1.03 2.18 1.75
9 C -2.14 1.59 2.49
10 C -1.87 0.16 2.92
11 C -2.39 -0.87 1.92
12 C -2.07 2.88 -0.24
13 N -2.18 2.91 -1.54
14 N -1.36 2.11 -2.19
15 C -0.42 1.31 -1.70
16 P 0.66 0.31 -2.91
17 O 0.10 -1.20 -2.74
18 O -0.11 0.79 -4.28
19 H 3.22 -3.03 1.31
20 H 4.65 -2.63 0.32
21 H 3.78 -4.13 0.06
22 H 3.23 -2.51 -1.70
23 H 1.78 -2.87 -0.72
24 H 2.97 -0.30 -1.25
25 H 3.12 -0.66 0.49
26 H 0.63 0.44 1.40
27 H 1.79 1.26 0.37
28 H -3.04 1.62 1.88
29 H -2.27 2.23 3.36
30 H -2.42 0.03 3.86
31 H -0.82 0.01 3.16
32 H -3.45 -1.04 2.08
33 H -1.90 -1.84 2.01
34 H -2.29 -0.53 0.89
35 H -2.74 3.52 0.31
36 H -1.45 2.16 -3.20
37 H -0.77 -1.35 -3.13
38 H -1.02 0.47 -4.34

---

This record from OMol25 describes a molecular structure, C46H38AsCl4NO4PtS3 at a distorted geometry. The level of theory is ωB97M-V/def2-TZVPD.

As for the charge: +2. The LUMO energy (alpha / beta) is -0.2841 / -0.2843 Eh. The HOMO energy (alpha / beta) comes out at -11.950 / -11.934 eV. As for the relative energy (zero: lowest compared OMol25 entry of this formula, charge and spin): 180.07 kJ/mol. The largest force on an atom comes out at 1.66 eV/A. The calculation puts the molar mass at 1176.83 g mol⁻¹.

Element x y z (Å)
1 Pt -0.44 -0.25 0.02
2 C -4.24 -0.85 6.52
3 C -3.17 -0.68 5.48
4 C -3.26 0.31 4.50
5 C -2.25 0.50 3.58
6 C -1.12 -0.30 3.64
7 C -1.01 -1.32 4.58
8 C -2.04 -1.51 5.48
9 S 0.27 0.02 2.56
10 O 0.95 -1.30 2.39
11 C 1.39 0.76 3.79
12 C 0.83 1.25 4.99
13 C 1.56 1.31 6.14
14 C 2.84 0.72 6.16
15 C 3.54 0.52 7.37
16 C 4.76 -0.09 7.38
17 C 5.32 -0.55 6.18
18 C 4.68 -0.35 4.99
19 C 3.44 0.34 4.93
20 C 2.76 0.58 3.68
21 C 3.64 0.77 2.48
22 C 4.83 1.57 2.75
23 C 4.88 2.52 3.80
24 C 6.04 3.17 4.11
25 C 7.23 2.91 3.40
26 C 7.19 2.09 2.31
27 C 5.98 1.46 1.93
28 C 5.88 0.76 0.71
29 C 4.66 0.31 0.30
30 C 3.55 0.31 1.16
31 S 2.12 -0.28 0.16
32 O 2.31 0.42 -1.12
33 C 2.67 -1.97 -0.12
34 C 2.53 -2.47 -1.41
35 C 3.06 -3.71 -1.71
36 C 3.74 -4.46 -0.75
37 C 4.38 -5.77 -1.09
38 C 3.81 -3.95 0.55
39 C 3.28 -2.72 0.87
40 H -5.09 -0.21 6.32
41 H -3.84 -0.59 7.50
42 H -4.58 -1.88 6.57
43 H -4.14 0.95 4.48
44 H -2.32 1.28 2.83
45 H -0.13 -1.95 4.59
46 H -1.96 -2.30 6.22
47 H -0.20 1.58 4.99
48 H 1.13 1.72 7.04
49 H 3.07 0.84 8.30
50 H 5.28 -0.23 8.32
51 H 6.26 -1.08 6.20
52 H 5.12 -0.72 4.08
53 H 3.98 2.77 4.34
54 H 6.05 3.90 4.91
55 H 8.15 3.38 3.70
56 H 8.07 1.93 1.70
57 H 6.74 0.65 0.07
58 H 4.54 -0.07 -0.71
59 H 2.04 -1.86 -2.17
60 H 2.98 -4.10 -2.72
61 H 4.26 -6.00 -2.15
62 H 3.94 -6.59 -0.52
63 H 5.44 -5.75 -0.86
64 H 4.31 -4.53 1.32
65 H 3.34 -2.33 1.88
66 Cl 1.18 5.58 -3.34
67 C 0.78 3.98 -3.00
68 C 0.62 3.03 -4.09
69 Cl 0.83 3.57 -5.68
70 C 0.31 1.72 -3.85
71 Cl 0.18 0.59 -5.12
72 C 0.07 1.26 -2.51
73 O -0.30 0.12 -2.28
74 C 0.24 2.24 -1.37
75 O 0.02 1.90 -0.21
76 C 0.62 3.58 -1.69
77 Cl 0.85 4.67 -0.40
78 S -5.03 0.75 -0.79
79 C -4.25 2.11 -0.10
80 C -2.97 1.80 0.23
81 N -2.62 0.50 -0.04
82 C -3.61 -0.16 -0.59
83 H -4.77 3.05 0.02
84 H -2.25 2.47 0.67
85 H -3.54 -1.19 -0.89
86 C 0.31 -4.00 0.86
87 As -0.89 -2.61 0.24
88 C -2.40 -2.96 1.43
89 C -1.46 -3.38 -1.46
90 H -0.27 -4.91 0.93
91 H 0.71 -3.74 1.84
92 H 1.13 -4.15 0.16
93 H -2.68 -4.00 1.33
94 H -3.25 -2.32 1.21
95 H -2.09 -2.76 2.45
96 H -1.99 -4.31 -1.29
97 H -0.57 -3.57 -2.05
98 H -2.09 -2.69 -2.02

---

This record from OMol25 describes a molecular structure, C45H50N3SSb2Ti. The level of theory is ωB97M-V/def2-TZVPD.

As for the charge: +1. The LUMO energy is -0.1048 Eh. The HOMO energy comes out at -10.067 eV. As for the relative energy (zero: lowest compared OMol25 entry of this formula, charge and spin): 163.37 kJ/mol. The largest force on an atom comes out at 0.45 eV/A. The calculation puts the molar mass at 956.37 g mol⁻¹.

Element x y z (Å)
1 Ti 0.20 -0.38 0.44
2 N 0.45 -0.84 2.53
3 C 1.43 -0.03 3.24
4 C 1.05 0.58 4.42
5 C 1.94 1.37 5.12
6 C 3.23 1.54 4.62
7 C 3.60 0.93 3.44
8 C 2.71 0.13 2.71
9 C 3.14 -0.45 1.41
10 C 4.47 -0.82 1.22
11 C 4.92 -1.24 -0.03
12 C 4.04 -1.30 -1.10
13 C 2.70 -0.98 -0.90
14 C 2.23 -0.58 0.35
15 H -0.45 -0.75 3.01
16 H 0.70 -1.82 2.56
17 H 0.04 0.44 4.80
18 H 1.64 1.85 6.04
19 H 3.94 2.17 5.15
20 H 4.59 1.11 3.04
21 H 5.17 -0.77 2.04
22 H 5.96 -1.50 -0.16
23 H 4.39 -1.59 -2.08
24 H 2.03 -1.04 -1.75
25 C -2.63 -1.19 -2.18
26 C -1.90 -0.33 -3.20
27 C -0.59 0.33 -2.76
28 Sb -0.67 2.52 -2.76
29 C 1.42 2.73 -3.21
30 C 1.85 3.36 -4.38
31 C 3.20 3.51 -4.64
32 C 4.15 3.04 -3.75
33 C 3.73 2.42 -2.57
34 C 2.38 2.28 -2.31
35 C -1.32 2.48 -4.81
36 C -0.65 1.76 -5.79
37 C -1.13 1.71 -7.09
38 C -2.30 2.38 -7.42
39 C -2.98 3.10 -6.45
40 C -2.50 3.15 -5.15
41 Sb -3.11 -0.23 -0.29
42 C -3.96 1.56 -1.09
43 C -4.77 1.55 -2.21
44 C -5.30 2.74 -2.70
45 C -5.02 3.94 -2.05
46 C -4.21 3.95 -0.93
47 C -3.68 2.76 -0.45
48 C -4.89 -1.32 0.17
49 C -5.09 -1.70 1.50
50 C -6.20 -2.46 1.85
51 C -7.10 -2.86 0.88
52 C -6.91 -2.48 -0.44
53 C -5.81 -1.72 -0.79
54 H -1.99 -2.04 -1.91
55 H -3.53 -1.61 -2.62
56 H -2.58 0.44 -3.57
57 H -1.70 -0.97 -4.07
58 H 0.20 0.12 -3.49
59 H -0.18 -0.06 -1.81
60 H 1.13 3.73 -5.10
61 H 3.52 4.00 -5.56
62 H 5.20 3.16 -3.96
63 H 4.46 2.06 -1.86
64 H 2.07 1.84 -1.37
65 H 0.28 1.25 -5.56
66 H -0.59 1.15 -7.85
67 H -2.68 2.34 -8.44
68 H -3.89 3.63 -6.71
69 H -3.04 3.71 -4.40
70 H -5.00 0.62 -2.72
71 H -5.93 2.73 -3.58
72 H -5.44 4.86 -2.43
73 H -3.99 4.88 -0.43
74 H -3.03 2.78 0.42
75 H -4.39 -1.39 2.26
76 H -6.35 -2.74 2.89
77 H -7.97 -3.45 1.15
78 H -7.63 -2.78 -1.20
79 H -5.68 -1.43 -1.83
80 S -0.10 1.66 0.66
81 C -3.39 -4.44 -0.16
82 C -2.40 -4.66 0.98
83 N -1.01 -4.82 0.54
84 C -0.53 -6.19 0.38
85 C -0.86 -6.82 -0.96
86 C -0.24 -3.76 0.26
87 C 1.17 -4.01 -0.18
88 N -0.64 -2.51 0.39
89 H -4.39 -4.25 0.23
90 H -3.44 -5.31 -0.81
91 H -3.11 -3.58 -0.78
92 H -2.66 -5.56 1.53
93 H -2.46 -3.84 1.70
94 H -0.97 -6.78 1.19
95 H 0.55 -6.21 0.55
96 H -1.94 -6.93 -1.10
97 H -0.42 -7.81 -1.03
98 H -0.48 -6.22 -1.79
99 H 1.76 -4.44 0.64
100 H 1.64 -3.07 -0.47
101 H 1.21 -4.70 -1.02
102 H -1.62 -2.47 0.67

---

Which of these has the lowest molar mass?
C3H11N2

---

Which formula does entry 2 have?
C3H11N2

---

The lowest largest force on an atom belongs to which entry?
C45H50N3SSb2Ti